(1)
{"formula": "C2H5N3S", "method": "the ωB97M-V functional and the def2-TZVPD basis", "gap_ev": 9.550, "e_above_lowest_ev": 3.786, "spin_multiplicity": 1, "smiles": "[H]/N=C\\N(S)/C=N/[H]", "e_lumo_ev": 0.55, "e_homo_ev": -8.999, "e_tot_ha": -641.54489, "total_charge": 0, "species": ["C", "C", "H", "H", "H", "H", "H", "N", "N", "N", "S"], "xyz": [[-0.1255, -1.3689, 0.1227], [-0.0499, 1.1180, 0.0199], [2.7978, 0.0559, 1.0049], [0.6644, -2.0812, 0.3517], [-2.3861, -1.2393, -0.5585], [0.6038, 2.0136, -0.0652], [-1.7927, 2.2260, -0.2796], [0.6683, -0.0514, -0.0397], [-1.3903, -1.7329, -0.1984], [-1.3387, 1.2594, -0.1037], [2.3488, -0.1992, -0.2543]], "forces_ev_per_a": [[-4.177, 0.974, -2.850], [-1.509, 3.388, -1.975], [-0.231, -0.121, -0.217], [-0.652, -0.558, 0.214], [4.643, -0.496, 1.470], [-0.061, -0.532, 0.348], [2.005, -1.867, 0.869], [-2.695, -2.606, 1.007], [2.492, 1.405, 0.839], [0.680, -0.070, -0.050], [-0.494, 0.481, 0.344]]}



(2)
{"formula": "C2H5N3S", "method": "the ωB97M-V functional and the def2-TZVPD basis", "gap_ev": 8.562, "e_above_lowest_ev": 4.262, "spin_multiplicity": 1, "e_lumo_ev": 0.38, "e_homo_ev": -8.177, "e_tot_ha": -641.52741, "total_charge": 0, "species": ["C", "C", "N", "N", "N", "S", "H", "H", "H", "H", "H"], "xyz": [[-0.1224, 0.2392, 0.0361], [-1.5953, 0.4176, 0.0092], [0.7184, 1.1908, 0.0540], [1.9951, 0.9060, 0.1407], [0.4594, -1.1131, 0.2670], [2.1189, -0.6917, -0.1028], [1.7487, -0.8499, -1.5224], [-1.8179, -0.2706, 0.8116], [-2.0815, -0.0074, -0.9491], [-1.8310, 1.5617, 0.0155], [0.4077, -1.3826, 1.2401]], "forces_ev_per_a": [[0.287, -0.374, -0.363], [-0.026, 0.668, -1.873], [-1.937, 1.475, -0.881], [2.324, -0.882, 0.587], [1.112, 0.787, -0.991], [-1.530, -0.558, -1.147], [0.424, 0.295, 1.296], [-1.550, 0.469, 0.665], [0.913, 0.532, 1.454], [0.196, -2.366, 0.701], [-0.212, -0.045, 0.550]]}



(3)
{"formula": "C2H5N3S", "method": "the ωB97M-V functional and the def2-TZVPD basis", "gap_ev": 10.346, "e_above_lowest_ev": 2.950, "spin_multiplicity": 1, "smiles": "S[C@@H]1CNN=N1", "e_lumo_ev": 0.77, "e_homo_ev": -9.576, "e_tot_ha": -641.57563, "total_charge": 0, "species": ["C", "C", "N", "N", "N", "S", "H", "H", "H", "H", "H"], "xyz": [[0.6224, -0.0876, 0.1528], [-0.6414, 0.6287, -0.5052], [-0.2069, 2.0099, -0.4968], [0.8007, 2.2077, 0.1540], [1.4266, 1.0668, 0.5541], [-2.2695, 0.5743, 0.3315], [0.3068, -0.6284, 1.0669], [1.3070, -0.5594, -0.4840], [-0.7055, 0.3700, -1.4680], [1.6393, 1.3341, 1.4898], [-2.7982, -0.3873, -0.4367]], "forces_ev_per_a": [[-1.704, 1.153, 2.255], [2.006, 0.022, 3.386], [-1.572, 1.395, -0.551], [0.626, 0.799, -0.568], [-0.107, 0.969, 0.163], [0.492, -0.178, -0.169], [0.371, -0.273, -0.822], [0.041, -1.588, -1.186], [-0.746, -1.274, -3.621], [0.553, -1.004, 1.090], [0.040, -0.020, 0.022]]}



- Number 2 is which compound?
  C2H5N3S